# 1
70
Properties=species:S:1:pos:R:3 method="wB97M-V/def2-TZVPD" max_force_ev_per_a=0.33 orbital_gap_ev="9.25 / 6.45" charge=+1 s_squared=6.01 spin_multiplicity=5 energy_ha=-4777.2111
Rh 0.56583 -1.83481 -0.53386
C -7.43907 0.61818 -1.57633
C -6.00493 0.42349 -1.17713
C -5.15304 -0.35786 -1.96239
C -3.83650 -0.56016 -1.60069
C -3.36455 0.02954 -0.43191
C -4.18534 0.81124 0.36860
C -5.50271 1.00161 -0.01369
S -1.70475 -0.19725 0.03078
O -1.39980 0.65202 1.14641
O -0.86712 -0.06467 -1.18538
N -1.41032 -1.75912 0.33844
C -1.04811 -2.17702 1.62965
C -1.83880 -2.30190 2.75685
C -1.23924 -2.83466 3.88619
C 0.09971 -3.21601 3.86060
C 0.81776 -3.04477 2.69336
N 0.24089 -2.52349 1.61041
H -7.53663 0.70479 -2.65794
H -7.86056 1.51182 -1.11922
H -8.04292 -0.23465 -1.25972
H -5.53076 -0.80644 -2.87258
H -3.17894 -1.15919 -2.21699
H -3.79129 1.27054 1.26492
H -6.14983 1.61621 0.59935
H -2.87885 -2.00898 2.73981
H -1.81736 -2.96158 4.79216
H 0.57619 -3.64262 4.73122
H 1.86009 -3.32291 2.60567
Cl 0.82227 -5.26617 -0.19571
C 1.36418 -4.61691 -1.70302
C 1.24095 -3.25925 -1.93692
C 1.65222 -2.75126 -3.15592
Cl 1.43162 -1.04641 -3.42820
C 2.20456 -3.55517 -4.14231
Cl 2.70922 -2.88737 -5.63593
C 2.33533 -4.92302 -3.88621
Cl 3.01438 -5.94400 -5.07847
C 1.91192 -5.46054 -2.66702
Cl 2.06434 -7.13960 -2.36664
O 2.31789 -0.80642 -0.00358
S 2.99539 0.51332 -0.42722
C 1.66504 1.64928 -0.84856
C 2.24025 2.97571 -1.27183
C 1.77374 4.14884 -0.68895
C 2.28238 5.37660 -1.08575
C 3.26860 5.44012 -2.05998
C 3.73245 4.27376 -2.65055
C 3.21674 3.04548 -2.26320
C 3.55478 1.23142 1.13459
C 2.49370 1.36170 2.18333
C 2.01180 0.23158 2.83830
C 1.00806 0.34760 3.78576
C 0.48491 1.59446 4.09680
C 0.97916 2.72738 3.46748
C 1.98018 2.61140 2.51377
H 0.99942 1.72630 0.01412
H 1.12770 1.15448 -1.65874
H 1.00250 4.09864 0.07044
H 1.90649 6.28505 -0.63384
H 3.66931 6.39784 -2.36392
H 4.49069 4.31909 -3.42084
H 3.56743 2.14152 -2.74864
H 3.99394 2.19079 0.85152
H 4.36825 0.56744 1.43277
H 2.43616 -0.73513 2.60604
H 0.63915 -0.53660 4.29051
H -0.29693 1.68479 4.83956
H 0.58923 3.70440 3.72143
H 2.37158 3.49748 2.02888

=====

# 2
71
Properties=species:S:1:pos:R:3 method="wB97M-V/def2-TZVPD" max_force_ev_per_a=0.86 orbital_gap_ev="6.84 / 6.85" charge=+1 s_squared=0.76 spin_multiplicity=2 energy_ha=-3713.3610
Co 0.18113 0.04343 0.02410
O 2.45021 -0.99571 -3.12664
C 1.98251 -0.74996 -2.03892
N 0.97459 0.13021 -1.71933
C 0.53791 1.08141 -2.60639
O 0.99337 1.36889 -3.69051
C -0.65228 1.85166 -2.06164
C -1.29348 2.78587 -2.85875
C -2.39119 3.45337 -2.34252
C -2.79981 3.17126 -1.04663
C -2.09507 2.23000 -0.31728
N -1.04570 1.58049 -0.81524
C 2.49723 -1.48929 -0.81332
C 3.38014 -2.54479 -0.96578
C 3.82013 -3.20727 0.16842
C 3.37467 -2.78002 1.41083
C 2.48505 -1.72023 1.46805
N 2.04808 -1.08926 0.38082
H -0.91032 2.96418 -3.85372
H -2.91915 4.18627 -2.93817
H -3.64954 3.67113 -0.60317
H -2.37477 1.98732 0.70163
H 3.69193 -2.81870 -1.96392
H 4.50008 -4.04498 0.08818
H 3.70924 -3.25550 2.32214
H 2.10292 -1.36302 2.41857
N 2.18498 3.79820 1.03651
C 1.95319 2.61179 0.46765
N 1.10608 1.74223 0.91348
C 0.38712 2.01174 2.07361
N -0.45205 1.14957 2.56465
N -0.55839 0.03772 1.75406
C -1.13358 -1.01671 2.18616
C -1.18155 -2.13822 1.23515
C -1.75035 -3.36120 1.53914
C -1.71022 -4.36657 0.58155
C -1.10919 -4.10742 -0.63643
C -0.57006 -2.84670 -0.86488
N -0.60405 -1.88487 0.04398
C 0.58282 3.29572 2.73650
C -0.13103 3.67215 3.88011
C 0.05398 4.91971 4.42913
C 0.95783 5.81513 3.84765
C 1.67817 5.46096 2.72881
C 1.48764 4.19579 2.17654
H 2.86559 4.42067 0.62997
H 2.52053 2.37488 -0.42648
H -1.52941 -1.07564 3.19473
H -2.20542 -3.52126 2.50735
H -2.14184 -5.33666 0.78676
H -1.05915 -4.86136 -1.40898
H -0.10478 -2.59969 -1.81199
H -0.82495 2.96478 4.31163
H -0.50431 5.21349 5.30690
H 1.08738 6.80148 4.27201
H 2.38003 6.15192 2.27867
N -6.74914 -1.39419 -4.44590
C -6.56616 -1.82929 -3.19050
S -7.63783 -2.79680 -2.41223
C -5.28395 -1.39706 -2.55173
C -5.21114 -1.22257 -1.17504
C -4.00431 -0.84313 -0.61651
N -2.88573 -0.65432 -1.31715
C -2.96007 -0.83405 -2.63220
C -4.12606 -1.19208 -3.29377
H -7.59085 -1.66022 -4.92939
H -6.13351 -0.72707 -4.87700
H -6.08774 -1.38515 -0.56402
H -3.92911 -0.68852 0.45636
H -2.03969 -0.69048 -3.19159
H -4.10431 -1.34295 -4.36514

=====

# 3
66
Properties=species:S:1:pos:R:3 method="wB97M-V/def2-TZVPD" max_force_ev_per_a=1.54 orbital_gap_ev="7.88 / 7.38" charge=-1 s_squared=0.75 spin_multiplicity=2 energy_ha=-3489.3446
Cu -0.25442 -0.37647 0.78830
C -1.83769 -4.77738 1.18607
C -2.05298 -4.19846 -0.18003
C -2.92178 -4.85877 -1.03642
C -3.19281 -4.36477 -2.29552
C -2.57880 -3.19370 -2.69780
C -1.68181 -2.51728 -1.88564
C -1.04415 -1.27184 -2.42024
C -1.38625 -3.02574 -0.60551
N -0.49770 -2.39031 0.26551
C 0.45618 -3.12453 0.85603
O 0.84003 -4.25229 0.54182
C 1.07881 -2.41131 2.02253
C 2.01181 -2.96714 2.89253
C 2.51429 -2.17057 3.91158
C 2.07766 -0.85716 4.04636
C 1.12097 -0.38541 3.15737
N 0.65163 -1.17661 2.20404
C 0.45707 0.96366 3.19998
O 0.70700 1.78629 4.08021
N -0.46167 1.05017 2.24113
C -1.40074 2.07342 2.22569
C -1.06759 3.41910 2.01575
C 0.34344 3.79000 1.67816
C -2.06279 4.37971 2.12872
C -3.37132 4.02476 2.40558
C -3.70802 2.68764 2.53448
C -2.73943 1.70454 2.44043
C -3.07497 0.25104 2.57559
H -2.66509 -5.43309 1.45921
H -1.73927 -3.98591 1.93153
H -0.90908 -5.35482 1.19045
H -3.39517 -5.77543 -0.70475
H -3.87321 -4.88353 -2.95438
H -2.79218 -2.79904 -3.68185
H -1.31342 -1.12725 -3.46586
H 0.03933 -1.32143 -2.33500
H -1.36560 -0.39293 -1.85935
H 2.31699 -3.99285 2.75086
H 3.26991 -2.56173 4.58045
H 2.44830 -0.20319 4.82170
H 0.74171 3.08238 0.94860
H 0.96469 3.73317 2.57450
H 0.39568 4.79844 1.26773
H -1.80441 5.42502 2.01016
H -4.13131 4.78834 2.50313
H -4.73332 2.40561 2.73392
H -4.13884 0.10088 2.74731
H -2.51249 -0.18773 3.39975
H -2.78672 -0.28192 1.66501
F 4.29260 4.49875 -5.74423
C 4.64078 3.21127 -5.50900
F 5.95788 3.25965 -5.20914
F 4.55978 2.59580 -6.69991
C 3.80647 2.58790 -4.44329
C 3.79630 3.18203 -3.18341
C 2.95603 2.69243 -2.21178
C 2.12090 1.60132 -2.47845
C 2.17119 0.99376 -3.73834
C 3.00974 1.48005 -4.71586
C 1.26653 1.09756 -1.47850
C 0.54656 0.63179 -0.62015
H 4.44462 4.02092 -2.97412
H 2.91203 3.14919 -1.23642
H 1.52784 0.15026 -3.93208
H 3.05030 1.00375 -5.68513

=====

# 4
64
Properties=species:S:1:pos:R:3 method="wB97M-V/def2-TZVPD" max_force_ev_per_a=4.06 orbital_gap_ev=8.59 charge=+1 energy_ha=-2100.8538
C -5.61420 0.45768 -1.79025
C -5.49888 0.29512 -0.41097
C -4.25039 0.35841 0.18387
C -3.15117 0.51073 -0.66084
O -1.90130 0.17133 -0.12947
P -0.23756 0.02854 -0.29005
O 0.89661 1.07012 -1.00141
C 2.05857 0.63803 -1.73901
C 3.33126 0.89985 -1.23705
C 4.42277 0.25346 -1.80637
C 4.23333 -0.49610 -2.96433
C 2.96764 -0.63034 -3.54118
C 1.85720 -0.07817 -2.90480
O 0.08414 -1.46024 -0.73536
C -0.56580 -2.62407 -1.29504
C -0.22216 -3.90454 -0.86128
C -0.68267 -5.05823 -1.53842
C -1.54653 -4.92636 -2.63556
C -1.92509 -3.64369 -3.03749
C -1.44064 -2.49936 -2.36076
C -3.22779 0.77439 -2.02024
C -4.50241 0.71330 -2.58432
H -6.59148 0.38767 -2.24232
H -6.35946 0.12364 0.22229
H -4.08700 0.24533 1.26363
H 3.44997 1.55785 -0.37825
H 5.41366 0.36283 -1.36749
H 5.06772 -0.98306 -3.43419
H 2.75813 -1.17390 -4.46329
H 0.82895 -0.17077 -3.27583
H 0.43920 -4.00700 0.00592
H -0.34543 -6.05409 -1.21738
H -1.89591 -5.82093 -3.15755
H -2.59476 -3.50596 -3.89225
H -1.73055 -1.51238 -2.71378
H -2.31211 0.96102 -2.58546
H -4.55534 0.85864 -3.65429
F 5.27605 3.78788 1.30704
C 5.33777 2.53821 1.86942
F 6.19920 1.82021 1.07970
F 5.93681 2.68694 3.08927
C 3.99310 1.90915 2.02951
C 3.85470 0.52060 2.06381
C 2.61947 0.01368 1.84638
C 1.48667 0.82144 1.81406
C 0.16527 0.21300 1.36735
C -0.91587 0.76839 2.25226
C -1.49175 -0.09797 3.17231
C -2.46010 0.34966 4.05162
C -2.96939 1.64449 3.94817
C -2.41487 2.50461 2.99382
C -1.45711 2.03281 2.08880
C 1.64018 2.20611 2.09389
C 2.90213 2.73715 2.24206
H 4.73781 -0.09173 2.07868
H 2.48093 -1.05958 1.74521
H 0.26573 -0.85421 1.68519
H -1.06093 -1.09021 3.20599
H -2.87367 -0.38141 4.73488
H -3.77854 1.92784 4.59795
H -2.83516 3.51015 2.93028
H -1.06315 2.76019 1.36777
H 0.80077 2.88843 2.26793
H 3.05344 3.81540 2.32719

=====

# 5
67
Properties=species:S:1:pos:R:3 method="wB97M-V/def2-TZVPD" max_force_ev_per_a=0.81 orbital_gap_ev=6.97 charge=0 energy_ha=-2023.5156
Sn 0.22270 -0.18670 0.16080
O -1.85180 3.58100 1.15260
C -1.37590 2.44920 1.10290
N -0.91810 1.78230 0.04170
C -1.05540 2.25590 -1.26330
C -1.26500 3.58670 -1.60820
C -1.40780 3.95430 -2.93660
C -1.31420 3.00270 -3.93640
C -1.07860 1.67730 -3.61180
C -0.96060 1.28690 -2.28610
N -0.77550 -0.02940 -1.86760
C -1.35980 -1.03730 -2.52340
O -1.95440 -0.99930 -3.59270
C -1.29040 -2.35320 -1.78610
C -1.64690 -3.52270 -2.45370
C -1.61690 -4.72130 -1.76780
C -1.25090 -4.71710 -0.42760
C -0.93210 -3.50520 0.15770
N -0.95150 -2.35750 -0.50160
C -1.23350 1.67790 2.39260
C -1.42990 2.34860 3.59690
C -1.28460 1.65110 4.77890
C -0.96680 0.30060 4.72340
C -0.79750 -0.28300 3.48210
N -0.93050 0.38580 2.34830
H -1.35560 4.32940 -0.83080
H -1.60400 4.98960 -3.18160
H -1.43810 3.28730 -4.97240
H -1.01270 0.93360 -4.38620
H -1.93470 -3.45660 -3.49240
H -1.87130 -5.64640 -2.26360
H -1.20970 -5.62850 0.14950
H -0.64360 -3.43800 1.19920
H -1.66930 3.40040 3.56190
H -1.41370 2.14520 5.72880
H -0.83990 -0.28530 5.62040
H -0.54190 -1.32900 3.37730
C 5.69360 4.40640 -0.73220
O 4.37190 3.94590 -0.58020
C 3.93250 3.62710 0.66700
C 4.70710 3.69370 1.82040
C 4.16570 3.36870 3.05360
C 2.84590 2.97020 3.15870
C 2.05970 2.92100 2.02300
C 2.58210 3.23990 0.77980
N 1.74950 3.27160 -0.35020
C 2.04130 2.81460 -1.55910
C 3.01050 1.85110 -1.84080
C 3.59300 1.77840 -3.13070
C 4.56650 0.87130 -3.42330
C 4.97620 -0.04990 -2.43900
C 4.38640 -0.07250 -1.21350
C 3.32970 0.82480 -0.86700
O 2.65350 0.66120 0.18700
H 5.81200 4.60690 -1.79540
H 6.42190 3.65090 -0.42300
H 5.86470 5.32890 -0.16900
H 5.73860 4.00850 1.77420
H 4.78320 3.42930 3.93780
H 2.43110 2.69970 4.11780
H 1.02690 2.61850 2.07960
H 0.84490 3.71250 -0.21990
H 1.46540 3.24230 -2.37260
H 3.27850 2.49950 -3.87060
H 5.03860 0.85550 -4.39370
H 5.76290 -0.75530 -2.67140
H 4.68710 -0.80000 -0.47310

=====

# 6
72
Properties=species:S:1:pos:R:3 method="wB97M-V/def2-TZVPD" max_force_ev_per_a=0.30 orbital_gap_ev=7.17 charge=0 energy_ha=-5484.8367
Ti 0.21837 0.01643 0.48023
C 2.09715 -3.44847 1.74644
C 0.63167 -3.27059 1.58130
N 0.01023 -2.19699 1.13994
C -1.33227 -2.48512 1.15057
C -1.53081 -3.75314 1.60655
N -0.27671 -4.23047 1.87455
C -2.71762 -4.62003 1.82106
O -3.89321 -4.10021 1.53503
O -2.55893 -5.74453 2.22750
C -2.25545 -1.45753 0.63446
O -3.46028 -1.63801 0.58475
O -1.63584 -0.39165 0.21257
H 2.61910 -2.91398 0.95604
H 2.36079 -4.50347 1.69078
H 2.42926 -3.05949 2.71058
H -0.10854 -5.16123 2.22596
H -3.82125 -3.16220 1.20892
S 0.51427 2.35439 0.52712
C 0.46820 3.58501 -0.75839
C 1.02173 4.80957 -0.37779
C 0.98755 5.89972 -1.22934
C 0.39660 5.78362 -2.47872
C -0.14266 4.56825 -2.86880
C -0.11224 3.45971 -2.02737
As -0.80140 1.72730 -2.57462
C 0.89367 0.95329 -3.13049
C 2.08235 1.49342 -2.84535
C 3.31448 0.70483 -2.87614
C 3.28614 -0.62143 -3.01358
C 2.01649 -1.35915 -3.18025
C 0.75937 -0.49745 -3.42117
C -1.55210 2.15811 -4.31986
C -0.76426 2.28663 -5.46196
C -1.35044 2.58440 -6.68369
C -2.72567 2.76086 -6.76957
C -3.51494 2.63187 -5.63715
C -2.93033 2.32400 -4.41524
H 1.46791 4.89562 0.60419
H 1.41720 6.84095 -0.91209
H 0.35695 6.63220 -3.14874
H -0.59647 4.47868 -3.84759
H 2.15390 2.53240 -2.54923
H 4.26057 1.22491 -2.78962
H 4.20796 -1.18647 -3.08404
H 2.07072 -2.28690 -3.73487
H 0.04913 -0.79796 -4.18399
H 0.30908 2.15966 -5.38570
H -0.73436 2.68613 -7.56762
H -3.18113 2.99648 -7.72251
H -4.58691 2.76206 -5.70591
H -3.54706 2.20981 -3.53056
O 0.63031 0.07598 4.54553
C 0.79117 0.08011 3.34984
O -0.11174 0.20519 2.42066
C 2.17996 -0.07609 2.76054
C 3.33078 -0.11879 3.52228
C 4.54468 -0.23737 2.86533
C 4.56066 -0.31168 1.47885
C 3.36229 -0.27189 0.79025
N 2.19810 -0.15934 1.43120
H 3.24557 -0.05016 4.59735
H 5.47035 -0.26716 3.42485
H 5.49008 -0.39531 0.93359
H 3.30968 -0.32632 -0.28978
C -1.22232 -2.42387 -2.41353
O 0.17304 -2.53620 -2.12945
C 0.87704 -1.35194 -2.20081
O 0.98118 -0.68462 -1.00282
H -1.40699 -2.54237 -3.48397
H -1.62170 -1.46315 -2.08693
H -1.72181 -3.23048 -1.87982